Entry from OMol25: one molecule with the formula C4H12N2 at a distorted geometry (ωB97M-V/def2-TZVPD).

```
! RIJCOSX wB97M-V def2-TZVPD def2/J DEFGRID3
* xyz 0 1
C -2.22 0.04 -0.44
N -1.29 -0.50 0.49
C 0.14 -0.17 0.55
C 0.42 1.16 1.28
C 0.74 -0.17 -0.86
N 2.15 -0.55 -0.83
H -1.76 0.73 -1.14
H -3.09 0.52 -0.02
H -2.68 -0.73 -1.10
H -1.68 -0.67 1.41
H 0.58 -1.02 1.08
H 0.53 1.99 0.57
H -0.44 1.51 1.87
H 1.31 1.02 1.88
H 0.65 0.80 -1.33
H 0.14 -0.84 -1.48
H 2.73 0.19 -1.19
H 2.37 -1.38 -1.37
*
```

Summary:
HOMO energy in Eh: -0.2946
SMILES: CN[C@H](C)CN
Lowest unoccupied orbital energy in Ha: 0.0405

Entry from OMol25: one molecule with the formula C4H12N2 (ωB97M-V/def2-TZVPD).

```
! RIJCOSX wB97M-V def2-TZVPD def2/J DEFGRID3
* xyz 0 1
N -1.91 -1.58 -0.53
C -0.66 -1.43 -1.28
C 0.45 -0.58 -0.64
C -0.04 0.78 -0.15
C 0.99 1.55 0.66
N 1.28 0.88 1.94
H -2.47 -0.74 -0.61
H -1.67 -1.66 0.46
H -0.91 -1.02 -2.26
H -0.25 -2.42 -1.49
H 0.94 -1.12 0.17
H 1.18 -0.40 -1.44
H -0.93 0.70 0.47
H -0.43 1.32 -1.03
H 1.92 1.69 0.10
H 0.65 2.56 0.88
H 1.04 1.49 2.71
H 0.84 -0.02 2.03
*
```

Summary:
HOMO energy in Eh: -0.3356
SMILES: NCCCCN
Lowest unoccupied orbital energy in Ha: 0.0396

Entry from OMol25: a 2-piece molecular cluster, C4H12N2 overall at a distorted geometry (ωB97M-V/def2-TZVPD).

```
! RIJCOSX wB97M-V def2-TZVPD def2/J DEFGRID3
* xyz 0 1
H -1.14 2.03 -3.13
N -0.50 1.43 -2.61
C -0.12 0.43 -3.27
N 1.00 -0.30 -2.89
H -0.71 -0.05 -4.07
H 1.61 -0.61 -3.63
H 1.55 0.34 -2.32
C -1.15 -1.12 2.09
C -0.41 0.17 1.76
C 1.07 0.14 2.07
H -0.70 -1.97 1.57
H -2.23 -1.18 1.91
H -1.14 -1.36 3.16
H -0.88 1.05 2.23
H -0.63 0.41 0.71
H 1.52 1.09 1.78
H 1.26 0.10 3.14
H 1.61 -0.61 1.50
*
```

Summary:
HOMO energy in Eh: -0.3463
SMILES: [H]/N=C/N.CCC
Lowest unoccupied orbital energy in Ha: 0.0388

Entry from OMol25: one molecule with the formula C4H12N2 at a distorted geometry (ωB97M-V/def2-TZVPD).

```
! RIJCOSX wB97M-V def2-TZVPD def2/J DEFGRID3
* xyz 0 1
C 2.51 0.81 0.82
C 1.09 0.74 0.24
C 0.50 -0.62 0.51
N -0.63 -0.95 -0.37
C -1.74 -0.08 -0.41
N -2.54 -0.21 -1.64
H 3.10 -0.05 0.53
H 2.99 1.69 0.41
H 2.44 0.85 1.90
H 1.19 0.72 -0.85
H 0.56 1.65 0.51
H 1.21 -1.42 0.37
H 0.14 -0.77 1.54
H -0.94 -1.90 -0.23
H -1.41 0.95 -0.30
H -2.47 -0.26 0.41
H -3.51 0.04 -1.51
H -2.49 -1.18 -1.93
*
```

Summary:
HOMO energy in Eh: -0.3100
SMILES: CCCNCN
Lowest unoccupied orbital energy in Ha: 0.0432

Entry from OMol25: one molecule with the formula C4H12N2 at a distorted geometry (ωB97M-V/def2-TZVPD).

```
! RIJCOSX wB97M-V def2-TZVPD def2/J DEFGRID3
* xyz 0 1
C 1.85 0.54 -0.40
C 0.67 -0.43 -0.30
N 0.71 -1.26 0.88
C -0.69 0.31 -0.33
C -1.90 -0.68 -0.37
N -0.77 1.17 0.85
H 2.81 -0.03 -0.39
H 1.82 1.13 -1.34
H 1.91 1.21 0.46
H 0.72 -1.12 -1.16
H 1.62 -1.70 0.99
H 0.50 -0.69 1.72
H -0.75 0.90 -1.27
H -1.81 -1.31 -1.26
H -2.82 -0.13 -0.37
H -1.83 -1.37 0.49
H -1.73 1.39 1.10
H -0.30 2.07 0.71
*
```

Summary:
HOMO energy in Eh: -0.3265
SMILES: C[C@@H](N)[C@@H](C)N
Lowest unoccupied orbital energy in Ha: 0.0405

Entry from OMol25: C4H12N2 as an isolated structure at a distorted geometry (ωB97M-V/def2-TZVPD).

```
! RIJCOSX wB97M-V def2-TZVPD def2/J DEFGRID3
* xyz 0 1
C -0.11 -2.15 -0.29
C 0.11 -0.65 0.05
C 1.06 0.08 -0.83
C 1.00 1.48 -0.68
N -0.09 1.97 0.02
N 0.33 -0.32 1.44
H 0.86 -2.64 -0.30
H -0.85 -2.50 0.44
H -0.55 -2.34 -1.27
H -0.87 -0.20 -0.14
H 1.62 -0.33 -1.66
H 1.72 0.73 0.13
H 1.56 2.12 -1.35
H -3.80 0.22 0.83
H -3.20 0.61 0.75
H -0.04 2.96 0.26
H -0.07 1.45 0.94
H 1.32 -0.50 1.65
*
```

Summary:
HOMO energy in Eh: -0.2481
Lowest unoccupied orbital energy in Ha: 0.0052

Entry from OMol25: one molecule with the formula C4H12N2 at a distorted geometry (ωB97M-V/def2-TZVPD).

```
! RIJCOSX wB97M-V def2-TZVPD def2/J DEFGRID3
* xyz 0 1
C -0.36 0.63 1.73
C 0.45 0.54 0.40
C 2.09 0.59 0.61
N 0.13 -0.51 -0.53
C -1.27 -0.78 -0.89
N -1.40 -1.16 -2.31
H -0.76 1.67 1.75
H 0.36 0.48 2.58
H -1.30 0.07 1.75
H 0.20 1.45 -0.17
H 2.33 1.55 0.25
H 2.70 -0.15 0.07
H 2.45 0.47 1.64
H 0.46 -1.46 -0.35
H -1.99 0.06 -0.79
H -1.61 -1.48 -0.15
H -1.89 -0.36 -2.82
H -0.59 -1.62 -2.76
*
```

Summary:
HOMO energy in Eh: -0.3135
SMILES: CC(C)NCN
Lowest unoccupied orbital energy in Ha: 0.0402

Entry from OMol25: a 2-piece molecular cluster, C4H12N2 overall at a distorted geometry (ωB97M-V/def2-TZVPD).

```
! RIJCOSX wB97M-V def2-TZVPD def2/J DEFGRID3
* xyz 1 2
C 0.61 1.82 -1.31
C 0.19 0.84 -2.19
N 0.87 0.57 -3.33
H 1.49 2.33 -1.72
H 0.07 2.15 -0.43
H -0.60 0.13 -1.96
H 1.35 1.37 -3.74
H 0.32 0.08 -4.03
C -0.73 -1.61 0.92
N -1.18 -0.79 2.05
C 0.04 -0.11 2.59
H -0.08 -1.11 0.19
H -0.05 -2.36 1.33
H -1.58 -2.12 0.45
H -1.59 -1.31 2.81
H 0.89 -0.81 2.60
H -0.16 0.06 3.66
H 0.15 0.86 2.09
*
```

Summary:
Expectation value of S²: 0.7628
HOMO energy (alpha / beta) in Eh: -0.4315 / -0.4299
Lowest unoccupied orbital energy (alpha / beta) in Ha: -0.1629 / -0.2968

Entry from OMol25: an isolated ion of composition C4H12N2 and charge +2 at a distorted geometry (ωB97M-V/def2-TZVPD).

```
! RIJCOSX wB97M-V def2-TZVPD def2/J DEFGRID3
* xyz 2 1
C -1.00 1.86 -0.30
C -0.50 0.67 -0.77
N -0.68 0.50 -2.30
C 0.22 -0.52 -0.23
C 0.31 -0.29 1.34
N 1.18 -1.46 1.98
H -1.45 2.54 -0.91
H -0.99 2.24 0.69
H -1.46 -0.11 -2.50
H 0.19 -0.07 -2.69
H -0.79 1.43 -2.72
H 1.30 -0.62 -0.67
H -0.35 -1.42 -0.41
H 0.71 0.68 1.40
H -0.68 -0.29 1.96
H 1.13 -1.35 2.99
H 0.77 -2.38 1.63
H 2.08 -1.41 1.52
*
```

Summary:
HOMO energy in Eh: -0.6939
SMILES: C=C([NH3+])CC[NH3+]
Lowest unoccupied orbital energy in Ha: -0.2618

Entry from OMol25: C4H12N2 as an isolated structure at a distorted geometry (ωB97M-V/def2-TZVPD).

```
! RIJCOSX wB97M-V def2-TZVPD def2/J DEFGRID3
* xyz 2 1
C 1.03 0.97 0.99
C -0.08 0.14 0.41
C -0.18 0.06 -1.17
C -1.01 -1.40 -2.86
N -0.85 -1.15 -1.46
N 0.36 0.45 3.30
H 1.08 2.05 0.90
H 2.05 0.59 0.90
H -1.02 0.21 0.99
H 0.04 -0.90 0.74
H 0.86 0.14 -1.54
H -0.80 0.92 -1.46
H 0.01 -1.67 -3.22
H -1.81 -2.13 -2.96
H -1.33 -0.44 -3.34
H 0.99 0.16 4.05
H 0.88 0.71 2.24
H -0.21 1.28 3.49
*
```

Summary:
HOMO energy in Eh: -0.7371
Lowest unoccupied orbital energy in Ha: -0.4669

Entry from OMol25: a 2-piece molecular cluster, C4H12N2 overall at a distorted geometry (ωB97M-V/def2-TZVPD).

```
! RIJCOSX wB97M-V def2-TZVPD def2/J DEFGRID3
* xyz 3 2
C 0.84 0.44 -1.06
C -0.18 1.57 -0.99
C -1.13 0.63 -0.32
C -0.80 0.17 0.94
N -1.84 -0.54 1.73
N 2.56 -1.58 -0.47
H 1.81 0.67 -0.75
H 0.58 -0.35 -1.71
H 0.47 2.37 -0.43
H -0.63 2.00 -2.10
H -2.12 0.39 -0.86
H -0.09 0.59 1.63
H -1.81 -1.53 1.83
H -1.91 -0.25 2.70
H -2.66 -0.39 1.26
H 2.60 -1.88 -1.54
H 3.52 -1.12 -0.25
H 2.88 -2.50 -0.02
*
```

Summary:
Expectation value of S²: 0.7571
HOMO energy (alpha / beta) in Eh: -0.8940 / -0.8914
Lowest unoccupied orbital energy (alpha / beta) in Ha: -0.5553 / -0.6676

Entry from OMol25: an isolated ion of composition C4H12N2O and charge -1 (ωB97M-V/def2-TZVPD).

```
! RIJCOSX wB97M-V def2-TZVPD def2/J DEFGRID3
* xyz -1 2
N 0.46 -1.50 -2.00
C 0.03 -0.12 -2.00
C 0.77 0.75 -0.98
N 0.60 0.18 0.36
C -0.47 0.83 1.13
C -0.91 -0.04 2.28
O -1.24 -1.37 1.88
H -0.71 -1.52 1.08
H 1.36 -1.57 -2.43
H 0.54 -1.83 -1.05
H 0.15 0.27 -3.02
H -1.04 0.01 -1.80
H 0.48 1.80 -0.99
H 1.86 0.70 -1.17
H 1.46 0.29 0.89
H -1.29 1.09 0.47
H -0.10 1.77 1.58
H -0.13 -0.10 3.05
H -1.82 0.37 2.73
*
```

Summary:
Expectation value of S²: 0.7505
HOMO energy (alpha / beta) in Eh: 0.0469 / -0.2008
Lowest unoccupied orbital energy (alpha / beta) in Ha: 0.1508 / 0.1517

Entry from OMol25: a 2-piece molecular cluster, C4H12N2O overall (ωB97M-V/def2-TZVPD).

```
! RIJCOSX wB97M-V def2-TZVPD def2/J DEFGRID3
* xyz -1 2
C 2.14 -0.28 0.87
C 0.74 -0.86 0.77
C -0.16 -0.15 -0.19
C -1.23 0.53 0.21
N 0.18 -0.20 -1.57
N 2.20 1.09 1.40
H 2.53 -0.25 -0.15
H 2.78 -0.92 1.49
H 0.83 -1.92 0.44
H 0.27 -0.92 1.75
H -1.83 1.07 -0.51
H -1.63 0.55 1.21
H 0.78 0.53 -1.92
H 0.48 -1.13 -1.88
H 1.53 1.20 2.15
H 1.97 1.74 0.66
H -4.41 -0.34 -1.11
H -3.15 -0.06 -1.91
O -4.02 0.32 -1.69
*
```

Summary:
Expectation value of S²: 0.7505
HOMO energy (alpha / beta) in Eh: 0.0415 / -0.1907
Lowest unoccupied orbital energy (alpha / beta) in Ha: 0.1492 / 0.1478

Entry from OMol25: one molecule with the formula C4H12N2O at a distorted geometry (ωB97M-V/def2-TZVPD).

```
! RIJCOSX wB97M-V def2-TZVPD def2/J DEFGRID3
* xyz 0 1
N 1.38 2.50 0.18
C 0.22 1.72 -0.25
C 0.11 0.24 0.25
N 1.39 -0.22 0.80
C -0.50 -0.65 -0.81
C -1.60 -1.61 -0.34
O -1.09 -2.63 0.52
H 1.49 2.42 1.19
H 2.22 2.17 -0.29
H -0.64 2.30 0.08
H 0.18 1.77 -1.34
H -0.51 0.33 1.13
H 2.08 -0.43 0.10
H 1.27 -1.07 1.34
H 0.25 -1.32 -1.23
H -0.88 -0.15 -1.72
H -2.38 -1.10 0.21
H -2.05 -2.06 -1.21
H -0.94 -2.19 1.38
*
```

Summary:
HOMO energy in Eh: -0.3341
SMILES: NC[C@H](N)CCO
Lowest unoccupied orbital energy in Ha: 0.0315

Entry from OMol25: a 2-piece molecular cluster, C4H12N2O overall at a distorted geometry (ωB97M-V/def2-TZVPD).

```
! RIJCOSX wB97M-V def2-TZVPD def2/J DEFGRID3
* xyz 0 1
H 1.77 0.88 -1.28
N 1.64 1.49 -0.47
C 2.07 1.01 0.60
C 2.78 -0.28 0.82
H 1.95 1.65 1.49
H 2.56 -0.70 1.79
H 2.51 -1.00 0.04
H 3.86 -0.10 0.77
C -2.51 -1.24 -0.61
N -1.67 -0.34 0.15
C -1.59 0.98 -0.45
O -0.34 -0.90 0.18
H -2.15 -1.37 -1.65
H -3.52 -0.84 -0.63
H -2.52 -2.21 -0.12
H -2.59 1.38 -0.49
H -1.15 0.97 -1.45
H -0.97 1.61 0.19
H -0.14 -0.99 1.12
*
```

Summary:
HOMO energy in Eh: -0.3259
SMILES: [H]/N=C\C.CN(C)O
Lowest unoccupied orbital energy in Ha: 0.0355

Entry from OMol25: a 2-piece molecular cluster, C4H12N2O overall at a distorted geometry (ωB97M-V/def2-TZVPD).

```
! RIJCOSX wB97M-V def2-TZVPD def2/J DEFGRID3
* xyz 0 1
C -1.25 0.71 1.11
C -1.71 -0.19 -0.07
C -0.49 -0.61 -0.84
N 0.29 -1.71 -0.43
C -0.03 0.29 -1.77
N 1.19 1.04 -1.57
H -2.08 0.92 1.77
H -0.53 0.08 1.64
H -0.79 1.61 0.71
H -2.23 -1.05 0.35
H -2.35 0.41 -0.71
H 1.25 -1.49 -0.23
H -0.18 -2.25 0.28
H -0.76 0.83 -2.36
H 1.63 1.39 -2.41
H 1.91 0.44 -1.16
O 2.03 -0.50 2.09
H 2.71 -0.14 1.52
H 1.38 0.21 2.07
*
```

Summary:
HOMO energy in Eh: -0.2465
SMILES: CC/C(N)=C/N.O
Lowest unoccupied orbital energy in Ha: 0.0247

Entry from OMol25: a 2-piece molecular cluster, C4H12N2O overall at a distorted geometry (ωB97M-V/def2-TZVPD).

```
! RIJCOSX wB97M-V def2-TZVPD def2/J DEFGRID3
* xyz 0 1
C -0.98 -1.73 1.36
C -1.20 -0.88 -0.03
C -0.21 0.40 -0.11
N -0.62 1.11 -1.43
C -0.22 2.38 -1.51
N 0.26 3.24 -0.39
H -0.29 -0.96 1.90
H -1.79 -1.86 2.17
H -0.31 -2.56 1.21
H -1.20 -1.52 -0.96
H -2.07 -0.26 -0.04
H 0.91 0.07 -0.10
H -0.30 1.08 0.73
H -0.21 2.99 -2.49
H 0.77 3.97 -0.95
H 0.48 2.85 0.57
O 2.32 -3.03 -0.22
H 1.53 -2.48 0.17
H 3.13 -2.80 0.14
*
```

Summary:
HOMO energy in Eh: -0.3399
SMILES: CCC/N=C\N.O
Lowest unoccupied orbital energy in Ha: 0.0265

Entry from OMol25: a 2-piece molecular cluster, C4H12N2O overall at a distorted geometry (ωB97M-V/def2-TZVPD).

```
! RIJCOSX wB97M-V def2-TZVPD def2/J DEFGRID3
* xyz 0 1
C -0.76 1.75 2.12
N -0.27 1.19 1.11
C -1.14 0.18 0.45
C -0.65 -0.37 -0.88
C 0.70 -1.08 -0.59
N 0.27 -2.55 -0.62
H -0.15 2.40 2.74
H -1.74 1.49 2.55
H -2.10 0.66 0.32
H -1.23 -0.57 1.24
H -1.43 -1.00 -1.30
H -0.56 0.46 -1.59
H 1.51 -0.91 -1.29
H 1.11 -0.75 0.37
H 0.47 -2.99 -1.51
H 0.97 -2.95 0.00
O 1.64 1.86 -1.38
H 2.43 1.72 -0.87
H 0.93 1.47 -0.86
*
```

Summary:
HOMO energy in Eh: -0.3526
SMILES: C=NCCCN.O
Lowest unoccupied orbital energy in Ha: 0.0364

Entry from OMol25: C4H12N2O as an isolated structure at a distorted geometry (ωB97M-V/def2-TZVPD).

```
! RIJCOSX wB97M-V def2-TZVPD def2/J DEFGRID3
* xyz 0 1
C 5.25 -0.59 -0.41
C -0.35 -0.12 0.33
C -1.86 0.16 -0.01
C -4.15 -0.38 -0.02
H 4.63 1.18 -0.22
H 4.26 0.40 1.07
H 5.38 -1.45 0.26
H 4.35 -0.97 -0.79
H 5.83 -0.65 -1.28
H -0.32 -1.07 1.19
H 0.07 1.07 0.81
H 0.48 -0.40 -0.66
H -2.44 -1.82 0.13
H -4.10 0.57 -0.73
H -4.58 -1.13 -0.66
H -4.89 0.01 0.92
N 5.09 0.60 0.39
N -2.82 -0.78 0.09
O -2.25 1.38 -0.34
*
```

Summary:
HOMO energy in Eh: -0.3489
Lowest unoccupied orbital energy in Ha: 0.0170

Entry from OMol25: a 2-piece molecular cluster, C4H12N2O overall (ωB97M-V/def2-TZVPD).

```
! RIJCOSX wB97M-V def2-TZVPD def2/J DEFGRID3
* xyz 0 1
C -1.95 0.62 1.66
C -2.05 -0.88 1.57
N -0.97 -1.63 2.16
O -2.99 -1.42 1.05
H -1.11 0.93 2.28
H -2.87 1.01 2.08
H -1.82 1.02 0.66
H -1.39 -2.44 2.60
H -0.39 -2.00 1.41
C 0.63 0.39 -0.79
C 2.03 0.47 -1.39
N 1.98 0.62 -2.85
H 0.11 -0.49 -1.17
H 0.68 0.32 0.30
H 0.06 1.27 -1.07
H 2.56 1.31 -0.94
H 2.59 -0.42 -1.11
H 2.44 1.47 -3.15
H 2.44 -0.14 -3.32
*
```

Summary:
HOMO energy in Eh: -0.3467
SMILES: CC(N)=O.CCN
Lowest unoccupied orbital energy in Ha: 0.0323

In order of appearance, ΔE to the lowest compared entry with this formula, charge and spin = 101.0 47.2 75.3 82.8 6.9 582.5 168.3 134.7 127.6 894.7 486.5 75.4 80.8 151.5 319.4 267.5 342.7 224.3 486.5 107.9 kJ/mol.